[1]
Molecular formula: C36H44F32N5O10P2S
Method: DFT, ωB97M-V/def2-TZVPD

Positions of all 130 atoms, in Å:
N (4.724, 3.011, 5.610)
C (3.531, 3.047, 4.774)
C (3.542, 1.838, 3.844)
C (2.298, 1.820, 2.922)
C (1.815, 0.428, 2.684)
N (2.088, -0.344, 1.623)
C (2.839, -0.004, 0.447)
S (1.717, 0.723, -0.796)
O (0.423, 0.809, -0.176)
O (2.402, 1.848, -1.353)
N (1.473, -1.545, 1.707)
C (0.832, -1.524, 2.849)
P (-0.115, -2.912, 3.546)
P (1.366, -4.439, 3.002)
O (2.693, -3.825, 2.954)
O (0.939, -5.116, 1.629)
O (1.143, -5.575, 4.094)
N (1.024, -0.307, 3.479)
C (0.449, 0.129, 4.763)
C (-1.078, 0.252, 4.714)
C (-1.559, 1.701, 4.519)
N (-1.766, 2.076, 3.115)
C (-3.163, 1.914, 2.680)
C (-4.103, 2.847, 3.399)
C (-3.690, 4.096, 3.843)
C (-4.572, 4.958, 4.481)
C (-5.889, 4.573, 4.687)
C (-6.318, 3.333, 4.252)
C (-5.431, 2.480, 3.608)
O (-5.829, 1.231, 3.180)
H (5.563, 3.051, 5.045)
H (4.748, 3.795, 6.248)
H (3.426, 3.966, 4.183)
H (2.662, 2.978, 5.437)
H (3.577, 0.935, 4.458)
H (4.447, 1.866, 3.230)
H (2.511, 2.276, 1.953)
H (1.480, 2.406, 3.353)
H (3.327, -0.900, 0.059)
H (3.600, 0.743, 0.668)
H (1.667, -0.263, -1.721)
H (-1.073, -3.038, 2.532)
H (0.018, -5.419, 1.606)
H (0.548, -5.348, 4.820)
H (0.796, -0.564, 5.532)
H (0.884, 1.105, 4.974)
H (-1.484, -0.154, 5.644)
H (-1.482, -0.374, 3.911)
H (-0.812, 2.378, 4.954)
H (-2.471, 1.861, 5.093)
H (-1.222, 1.439, 2.542)
H (-3.197, 2.156, 1.614)
H (-3.518, 0.880, 2.772)
H (-2.663, 4.398, 3.674)
H (-4.223, 5.927, 4.817)
H (-6.577, 5.238, 5.194)
H (-7.344, 3.013, 4.405)
H (-6.645, 1.318, 2.675)
C (-5.529, 0.921, -2.590)
C (-4.489, 1.358, -3.630)
C (-3.013, 1.290, -3.224)
F (-2.747, 2.139, -2.214)
F (-2.264, 1.651, -4.293)
F (-4.771, 2.585, -4.101)
F (-4.599, 0.466, -4.659)
O (-6.163, 1.949, -1.858)
C (-5.653, 2.421, -0.690)
C (-5.406, 3.937, -0.743)
F (-4.529, 4.234, -1.719)
F (-4.880, 4.314, 0.443)
F (-4.545, 1.758, -0.306)
F (-6.584, 2.229, 0.282)
H (-6.328, 0.468, -3.174)
H (-5.124, 0.148, -1.936)
H (-2.736, 0.273, -2.930)
H (-6.348, 4.460, -0.919)
C (5.818, -3.889, 2.278)
C (6.402, -5.254, 2.654)
C (6.669, -5.518, 4.139)
F (7.597, -4.660, 4.609)
F (7.135, -6.776, 4.276)
F (7.512, -5.506, 1.935)
F (5.450, -6.171, 2.303)
O (6.720, -2.915, 1.786)
C (7.349, -2.032, 2.605)
C (8.877, -2.140, 2.502)
F (9.272, -3.370, 2.871)
F (9.424, -1.234, 3.341)
F (6.938, -2.121, 3.881)
F (7.027, -0.778, 2.174)
H (5.164, -4.096, 1.434)
H (5.185, -3.498, 3.074)
H (5.747, -5.413, 4.717)
H (9.199, -1.938, 1.479)
C (-1.610, 3.204, -8.535)
C (-2.487, 1.949, -8.613)
C (-2.102, 0.762, -7.726)
F (-0.893, 0.274, -8.071)
F (-3.019, -0.218, -7.892)
F (-2.622, 1.542, -9.889)
F (-3.718, 2.331, -8.156)
O (-0.646, 3.369, -9.554)
C (0.626, 2.891, -9.439)
C (0.968, 1.922, -10.580)
F (0.135, 0.865, -10.557)
F (2.233, 1.480, -10.402)
F (0.863, 2.332, -8.238)
F (1.473, 3.939, -9.569)
H (-2.304, 4.030, -8.684)
H (-1.177, 3.317, -7.541)
H (-2.090, 1.060, -6.674)
H (0.888, 2.434, -11.541)
C (-0.637, -2.630, -1.121)
C (-1.334, -3.975, -0.877)
C (-0.569, -5.250, -1.250)
F (-0.381, -5.305, -2.577)
F (-1.310, -6.312, -0.861)
F (-2.560, -3.988, -1.413)
F (-1.482, -4.038, 0.502)
O (-1.003, -1.916, -2.278)
C (-0.336, -2.077, -3.466)
C (-1.282, -2.526, -4.590)
F (-1.846, -3.702, -4.260)
F (-0.558, -2.684, -5.713)
F (0.714, -2.906, -3.345)
F (0.144, -0.862, -3.821)
H (-0.972, -1.997, -0.299)
H (0.445, -2.739, -1.028)
H (0.398, -5.286, -0.740)
H (-2.059, -1.776, -4.750)

## Properties
- lowest unoccupied orbital energy (eV) = -3.139
- total charge = +1
- E_tot (eV) = -182338.9600
- HOMO level (eV) = -10.635

Löwdin population analysis, charges in e, atoms 1 to 99: atom 1 (N): 0.00, atom 2 (C): -0.30, atom 3 (C): -0.17, atom 4 (C): -0.07, atom 5 (C): -0.16, atom 6 (N): -0.08, atom 7 (C): -0.14, atom 8 (S): 0.71, atom 9 (O): -0.33, atom 10 (O): -0.30, atom 11 (N): 0.16, atom 12 (C): -0.49, atom 13 (P): 0.96, atom 14 (P): 0.27, atom 15 (O): -0.29, atom 16 (O): -0.15, atom 17 (O): -0.14, atom 18 (N): 0.04, atom 19 (C): -0.10, atom 20 (C): -0.15, atom 21 (C): -0.21, atom 22 (N): -0.06, atom 23 (C): -0.16, atom 24 (C): -0.17, atom 25 (C): -0.04, atom 26 (C): -0.08, atom 27 (C): -0.08, atom 28 (C): -0.02, atom 29 (C): -0.28, atom 30 (O): 0.03, atom 31 (H): 0.07, atom 32 (H): 0.08, atom 33 (H): 0.12, atom 34 (H): 0.11, atom 35 (H): 0.12, atom 36 (H): 0.12, atom 37 (H): 0.13, atom 38 (H): 0.13, atom 39 (H): 0.13, atom 40 (H): 0.12, atom 41 (H): 0.08, atom 42 (H): -0.07, atom 43 (H): 0.08, atom 44 (H): 0.07, atom 45 (H): 0.13, atom 46 (H): 0.11, atom 47 (H): 0.12, atom 48 (H): 0.09, atom 49 (H): 0.11, atom 50 (H): 0.12, atom 51 (H): 0.08, atom 52 (H): 0.11, atom 53 (H): 0.12, atom 54 (H): 0.11, atom 55 (H): 0.10, atom 56 (H): 0.11, atom 57 (H): 0.12, atom 58 (H): 0.10, atom 59 (C): -0.03, atom 60 (C): -0.44, atom 61 (C): -0.30, atom 62 (F): 0.10, atom 63 (F): 0.09, atom 64 (F): 0.15, atom 65 (F): 0.10, atom 66 (O): 0.06, atom 67 (C): -0.54, atom 68 (C): -0.28, atom 69 (F): 0.11, atom 70 (F): 0.10, atom 71 (F): 0.14, atom 72 (F): 0.14, atom 73 (H): 0.15, atom 74 (H): 0.15, atom 75 (H): 0.16, atom 76 (H): 0.18, atom 77 (C): -0.05, atom 78 (C): -0.44, atom 79 (C): -0.31, atom 80 (F): 0.10, atom 81 (F): 0.11, atom 82 (F): 0.15, atom 83 (F): 0.10, atom 84 (O): 0.05, atom 85 (C): -0.55, atom 86 (C): -0.29, atom 87 (F): 0.11, atom 88 (F): 0.10, atom 89 (F): 0.15, atom 90 (F): 0.12, atom 91 (H): 0.14, atom 92 (H): 0.12, atom 93 (H): 0.17, atom 94 (H): 0.18, atom 95 (C): -0.04, atom 96 (C): -0.44, atom 97 (C): -0.31, atom 98 (F): 0.10, atom 99 (F): 0.10


[2]
Molecular formula: C5H8N2
Method: DFT, ωB97M-V/def2-TZVPD

Positions of all 15 atoms, in Å:
C (-2.143, 0.701, 0.306)
C (0.756, 1.552, 0.295)
C (-1.646, 0.277, -0.809)
C (1.269, -0.841, 0.294)
C (1.238, 0.530, 0.921)
N (-1.698, -0.705, 0.288)
N (0.634, 2.518, -0.450)
H (-2.501, 1.504, 1.012)
H (-1.434, 0.210, -1.747)
H (2.263, -1.066, -0.160)
H (0.459, -0.978, -0.354)
H (1.023, -1.530, 1.149)
H (-2.653, -1.296, 0.180)
H (1.766, 0.544, 1.794)
H (-0.065, 3.130, -0.511)

## Properties
- lowest unoccupied orbital energy (spin up / spin down) (eV) = 1.105 / -1.202
- ΔE to the lowest compared entry with this formula, charge and spin (kcal per mole) = 115.3
- 2S+1 = 3
- E_tot (eV) = -8285.4436
- HOMO level (spin up / spin down) (eV) = -5.564 / -8.203

Partial atomic charges computed with the natural (NBO) method, in multiples of e: atom 1 (C): -0.15, atom 2 (C): 0.44, atom 3 (C): -0.14, atom 4 (C): -0.60, atom 5 (C): -0.43, atom 6 (N): -0.54, atom 7 (N): -0.65, atom 8 (H): 0.23, atom 9 (H): 0.20, atom 10 (H): 0.21, atom 11 (H): 0.22, atom 12 (H): 0.21, atom 13 (H): 0.40, atom 14 (H): 0.23, atom 15 (H): 0.37


[3]
Molecular formula: CH35O20V
Method: DFT, ωB97M-V/def2-TZVPD

Positions of all 57 atoms, in Å:
V (-4.527, -18.631, -3.837)
C (-3.485, -16.358, -3.272)
O (-3.778, -16.993, -2.253)
O (-2.772, -15.213, -3.172)
O (-3.639, -16.837, -4.418)
H (-2.752, -14.871, -2.289)
O (-3.652, -19.330, -5.918)
H (-3.511, -20.051, -6.521)
H (-3.150, -18.608, -6.285)
O (-4.021, -15.791, -7.716)
H (-4.942, -15.908, -7.915)
H (-4.079, -15.433, -6.827)
O (0.011, -14.202, -3.092)
H (0.644, -14.043, -3.790)
H (-0.886, -13.993, -3.390)
O (-0.521, -14.049, 0.334)
H (0.394, -14.146, 0.082)
H (-0.953, -14.858, 0.040)
O (-6.485, -17.828, -2.855)
H (-6.799, -17.160, -2.222)
H (-7.147, -17.897, -3.570)
O (-2.111, -12.265, -3.421)
H (-1.968, -12.193, -2.468)
H (-1.856, -11.423, -3.822)
O (-4.369, -17.443, 0.365)
H (-3.653, -18.011, 0.702)
H (-4.286, -17.480, -0.591)
O (-1.628, -16.336, -0.275)
H (-1.477, -17.202, -0.574)
H (-2.480, -16.119, -0.663)
O (-4.857, -12.808, -3.697)
H (-3.912, -12.805, -3.697)
H (-5.202, -13.645, -3.975)
O (-3.777, -14.291, -0.680)
H (-4.629, -14.204, -1.042)
H (-3.958, -13.910, 0.203)
O (-2.242, -19.098, -3.518)
H (-1.612, -19.482, -4.058)
H (-1.756, -18.700, -2.815)
O (-5.641, -15.037, -4.973)
H (-4.932, -15.690, -4.949)
H (-6.467, -15.506, -4.914)
O (-5.888, -17.810, -5.607)
H (-6.320, -17.000, -5.853)
H (-5.479, -18.153, -6.429)
O (-1.977, -17.330, -7.010)
H (-1.456, -16.964, -6.299)
H (-2.696, -16.702, -7.191)
O (-4.437, -19.690, -1.856)
H (-3.572, -19.781, -1.494)
H (-4.893, -20.268, -1.258)
O (-0.779, -16.881, -4.671)
H (-1.690, -16.879, -4.409)
H (-0.386, -17.017, -3.829)
O (-2.891, -14.103, -5.787)
H (-2.161, -13.482, -5.753)
H (-2.977, -14.548, -4.967)

## Properties
- lowest unoccupied orbital energy (spin up / spin down) (eV) = -3.540 / -3.654
- 2S+1 = 4
- total charge = +1
- E_tot (eV) = -68239.3326
- HOMO level (spin up / spin down) (eV) = -12.412 / -12.412

Partial atomic charges computed with the natural (NBO) method, in multiples of e: atom 1 (V): 1.43, atom 2 (C): 0.98, atom 3 (O): -0.78, atom 4 (O): -0.71, atom 5 (O): -0.80, atom 6 (H): 0.54, atom 7 (O): -0.99, atom 8 (H): 0.51, atom 9 (H): 0.53, atom 10 (O): -0.93, atom 11 (H): 0.47, atom 12 (H): 0.49, atom 13 (O): -0.97, atom 14 (H): 0.48, atom 15 (H): 0.49, atom 16 (O): -0.97, atom 17 (H): 0.47, atom 18 (H): 0.48, atom 19 (O): -0.96, atom 20 (H): 0.53, atom 21 (H): 0.50, atom 22 (O): -0.98, atom 23 (H): 0.50, atom 24 (H): 0.50, atom 25 (O): -0.95, atom 26 (H): 0.46, atom 27 (H): 0.48, atom 28 (O): -0.93, atom 29 (H): 0.46, atom 30 (H): 0.50, atom 31 (O): -0.98, atom 32 (H): 0.48, atom 33 (H): 0.47, atom 34 (O): -0.97, atom 35 (H): 0.48, atom 36 (H): 0.51, atom 37 (O): -0.93, atom 38 (H): 0.51, atom 39 (H): 0.49, atom 40 (O): -0.94, atom 41 (H): 0.48, atom 42 (H): 0.46, atom 43 (O): -0.97, atom 44 (H): 0.49, atom 45 (H): 0.52, atom 46 (O): -0.99, atom 47 (H): 0.49, atom 48 (H): 0.50, atom 49 (O): -0.93, atom 50 (H): 0.49, atom 51 (H): 0.52, atom 52 (O): -0.93, atom 53 (H): 0.46, atom 54 (H): 0.48, atom 55 (O): -0.97, atom 56 (H): 0.49, atom 57 (H): 0.47


- Which formula does entry 1 have?
  C36H44F32N5O10P2S